# 1
The following is a quantum chemistry calculation of 2 unconnected molecules or ions with the total composition C49H47N4O at a distorted geometry, from the OMol25 dataset.

Properties
Gap between HOMO and LUMO, eV: 3.26
ΔE to the lowest compared entry with this formula, charge and spin, eV: 2.8949
E_LUMO, eV: -5.090
Total charge: +1
E_HOMO, eV: -8.35

```
101
Properties=species:S:1:pos:R:3:forces:R:3
C 3.2685 3.2187 0.4737 0.2971 0.2294 0.0210
C 2.5291 2.2850 -0.4442 -0.4273 0.0846 0.0725
C 2.0430 1.0666 0.0323 0.3425 -0.1510 -0.1845
C 1.2835 0.2227 -0.7691 -0.2138 0.5277 0.4786
C 0.9806 -1.2069 -0.3917 -0.1639 -0.0440 0.3083
C 0.7936 0.7895 -1.9395 0.5308 0.4170 0.0368
N -0.3846 0.2159 -2.4741 -1.0012 -2.0241 0.0283
C -1.5718 0.0231 -1.7752 0.5354 -0.8078 -1.7513
C -1.8514 0.2034 -0.3363 -0.5655 1.4133 3.4776
C -1.1160 1.1985 0.5222 -1.8635 -1.0443 -1.5668
C -1.0027 0.9474 1.9719 -1.1354 0.0734 -0.4861
C -1.0048 2.5198 -0.0053 0.6465 1.0113 -0.1831
C -1.5001 2.9135 -1.2788 -0.0331 -0.0856 0.0717
C -1.1905 4.1512 -1.8301 -0.1076 -0.1408 0.0814
C -0.4464 5.0803 -1.1043 0.4121 0.0773 -0.2673
C -0.0387 4.7654 0.1940 -0.2855 -0.0238 0.0279
C -0.3529 3.5349 0.7492 0.0965 -0.2293 -0.1345
O -2.7479 -0.5115 0.1644 1.2582 -0.0076 -1.0451
N -2.3311 -0.7604 -2.5635 1.8246 0.7583 -0.4930
C -3.6679 -1.2317 -2.4283 -1.1228 -0.4071 -0.2561
C -4.7479 -0.3333 -2.3223 0.0972 -0.7167 -0.0007
C -4.5810 1.1472 -2.2466 -0.2029 0.4204 0.0737
C -6.0405 -0.8664 -2.3091 0.4925 -0.0119 -0.0784
C -6.2680 -2.2321 -2.4748 0.0950 0.1384 0.0648
C -7.6722 -2.7587 -2.5346 -0.1944 -0.1488 -0.0266
C -5.1760 -3.0895 -2.6040 -0.0202 0.3653 0.0505
C -3.8648 -2.6154 -2.5704 -0.3938 0.4213 0.2999
C -2.7415 -3.5955 -2.6297 0.2328 -0.6401 -0.2378
N -1.6192 -1.1604 -3.6942 0.0266 0.4027 0.4679
C -0.4257 -0.6408 -3.5697 -0.7957 0.3223 0.9331
C 0.7651 -0.9500 -4.3555 0.7517 -0.4753 -1.2134
C 0.6448 -1.0458 -5.7595 0.1672 0.3653 0.6278
C 1.7902 -1.1494 -6.5454 0.1523 -0.1431 0.0429
C 3.0568 -1.2141 -5.9460 -0.2073 0.0608 0.0839
C 3.1758 -1.2474 -4.5521 -0.1503 -0.1112 -0.3016
C 2.0337 -1.1656 -3.7665 -0.5548 0.3804 0.0766
C 1.3639 1.9115 -2.5435 -0.0715 0.0322 0.6508
C 1.0179 2.3207 -3.9406 -0.0624 0.4416 -0.0963
C 2.2647 2.6468 -1.7667 0.0221 -0.0727 -0.0902
H 3.7823 3.9883 -0.1251 -0.1006 -0.2489 0.3833
H 2.5848 3.7365 1.1740 0.2027 -0.2790 -0.3800
H 4.0114 2.6717 1.0751 -0.1553 0.2678 -0.2219
H 2.2010 0.7821 1.0670 0.2047 0.1097 -0.5071
H 0.6478 -1.7840 -1.2660 0.0351 0.0665 0.3361
H 1.8939 -1.6879 -0.0065 -0.2359 0.1327 -0.1551
H 0.2043 -1.2922 0.3828 0.1218 0.0114 -0.1648
H -1.2984 1.8470 2.5336 0.1953 -0.4099 0.0198
H -1.6665 0.1185 2.2594 0.3798 0.1601 -0.0027
H 0.0335 0.7025 2.2713 0.7028 -0.1434 0.2754
H -2.1842 2.2532 -1.8234 0.4187 0.3957 0.1789
H -1.5422 4.3780 -2.8401 0.0569 0.0574 0.3703
H -0.1567 6.0317 -1.5611 -0.2144 -0.3151 0.2348
H 0.5259 5.4851 0.7848 -0.1855 -0.0608 -0.1315
H -0.0831 3.3236 1.7863 0.1474 0.0802 -0.3862
H -5.5612 1.6053 -2.4247 0.3057 0.0444 0.0429
H -4.2449 1.4754 -1.2533 0.0206 -0.0813 -0.2218
H -3.8959 1.5317 -3.0124 -0.0470 -0.0754 0.1592
H -6.8818 -0.1785 -2.2021 0.1917 -0.2196 -0.0793
H -7.6549 -3.8322 -2.7483 -0.1528 0.1914 0.0440
H -8.2041 -2.6005 -1.5856 0.1619 -0.0383 -0.2336
H -8.2460 -2.2527 -3.3243 0.1429 -0.1549 0.2108
H -5.3488 -4.1561 -2.7407 0.0566 0.1970 0.0587
H -3.1566 -4.5701 -2.9166 0.2334 0.1790 0.1010
H -1.9918 -3.3113 -3.3728 -0.1564 -0.2238 0.2221
H -2.2471 -3.7266 -1.6567 -0.1177 0.1723 -0.1481
H -0.3546 -0.9888 -6.1903 0.3106 0.0831 -0.0521
H 1.6958 -1.1684 -7.6341 0.0622 -0.0246 0.3995
H 3.9567 -1.2523 -6.5606 -0.2961 -0.0056 0.1098
H 4.1558 -1.3285 -4.0718 -0.3962 -0.0665 -0.2436
H 2.1269 -1.2450 -2.6850 0.0393 0.1618 -0.3852
H 1.2648 3.3812 -4.0632 -0.0876 -0.2115 -0.1238
H 1.5892 1.7440 -4.6844 -0.1501 0.1018 0.2441
H -0.0495 2.1970 -4.1534 0.1474 -0.0101 0.0043
H 2.6979 3.5630 -2.1812 -0.1222 -0.3444 0.1521
C 3.4468 0.2816 2.8835 0.5439 1.3216 -0.3650
C 2.0585 -0.2535 3.0687 0.3893 -2.6201 1.8728
N 1.8056 -0.7144 4.3434 -0.4102 1.2570 -0.7978
C 1.7555 -2.0738 4.7376 0.1682 -0.5198 0.4424
C 1.8163 -3.1781 3.9169 -0.3666 -0.4299 0.0081
C 1.9098 -4.4370 4.5322 -0.0241 0.2385 0.2433
C 2.0855 -4.5525 5.9237 -0.0755 0.2095 -0.2863
C 2.1864 -3.4092 6.7271 -0.3138 0.0350 -0.2801
C 1.9855 -2.1666 6.1328 -0.0413 -0.5491 -0.6804
C 2.1782 -0.8209 6.6146 0.4805 1.0827 -0.0406
C 2.0181 0.0528 5.5099 0.8582 -0.6451 0.3424
C 2.2647 1.4095 5.5672 0.0397 0.2557 0.4807
C 2.7752 1.9096 6.7764 -0.2637 -0.4263 -0.1388
C 2.9968 1.0486 7.8687 -0.0575 0.0198 -0.1732
C 2.6989 -0.3208 7.8061 -0.3242 0.2800 -0.2890
H 3.8450 0.0180 1.8963 -0.3235 0.0891 0.1618
H 3.4904 1.3751 2.9679 0.1968 -0.2024 -0.1157
H 4.1689 -0.1185 3.6189 -0.6780 0.0315 0.0258
H 1.6630 -0.9429 2.3222 0.0917 0.2863 0.0387
H 1.7842 -3.0438 2.8365 -0.0967 -0.3452 0.1999
H 1.8461 -5.3406 3.9279 0.1362 0.2502 0.1117
H 2.1617 -5.5462 6.3668 0.0503 0.3252 -0.1191
H 2.4088 -3.4632 7.7938 -0.0793 -0.1331 -0.3196
H 2.0576 2.0272 4.6951 0.1861 0.0638 0.2889
H 3.0131 2.9691 6.8608 -0.0855 -0.2828 0.0321
H 3.4240 1.4636 8.7796 -0.1156 -0.1067 -0.1815
H 2.8840 -1.0010 8.6386 -0.0139 0.3578 -0.1348
```
Positions in Å, forces in eV/Å.



# 2
The following is a quantum chemistry calculation of 2 unconnected molecules or ions with the total composition C4H12 at a distorted geometry, from the OMol25 dataset.

Properties
Gap between HOMO and LUMO (alpha / beta), eV: 2.82 / 11.87
ΔE to the lowest compared entry with this formula, charge and spin, eV: 1.1422
Spin multiplicity: 2
E_LUMO (alpha / beta), eV: 4.316 / 4.397
Total charge: -1
E_HOMO (alpha / beta), eV: 1.49 / -7.48

```
16
Properties=species:S:1:pos:R:3:forces:R:3
C 1.1263 -2.0187 -2.0380 -2.3978 2.5685 0.6277
C 0.3136 -1.1170 -0.9764 -1.2164 -1.5789 -0.6387
H 0.4610 -2.6866 -2.5482 -0.2853 -0.5991 -0.1890
H 1.3877 -1.2441 -2.7436 0.5697 -0.0557 -0.6380
H 1.9982 -2.4755 -1.7041 1.3567 -0.9750 0.8590
H -0.1611 -0.3127 -1.6291 0.7620 -0.3456 1.3243
H -0.6044 -1.6362 -0.4886 1.5652 0.4647 -0.7618
H 0.9661 -0.8199 -0.1368 -0.3614 0.4948 -0.5761
C -1.4705 1.3991 1.4886 0.8727 -3.0750 3.2007
C 0.0488 1.7627 1.5405 -0.5889 1.5921 -0.9867
H -1.9475 1.6257 2.5104 0.2352 0.1466 -1.7397
H -1.9787 1.7168 0.6125 -0.5951 0.6908 -0.4712
H -1.5521 0.1962 1.4909 0.2813 2.4948 -0.3077
H 0.3222 2.7817 2.0594 -0.6976 -1.7718 -1.2987
H 0.3745 1.6911 0.4706 0.1509 0.6429 0.8673
H 0.6249 1.0068 2.0187 0.3489 -0.6941 0.7286
```
Positions in Å, forces in eV/Å.



# 3
The following is a quantum chemistry calculation of a molecular structure, H10O5 at a distorted geometry, from the OMol25 dataset.

Properties
Gap between HOMO and LUMO, eV: 7.04
ΔE to the lowest compared entry with this formula, charge and spin, eV: 6.2140
E_LUMO, eV: 0.496
E_HOMO, eV: -6.54

```
15
Properties=species:S:1:pos:R:3:forces:R:3
H 1.0444 0.2237 1.4648 0.3449 0.3361 0.2755
H 0.6625 0.9955 0.2124 0.6059 0.8067 0.3466
H -0.2211 -0.3004 -0.5196 -0.5151 -1.3328 -0.1492
H -1.4116 -0.6918 0.3404 -0.1317 -0.4050 -0.1651
H 2.0375 -1.5605 -1.5715 -0.1775 0.0333 0.0902
H 2.8747 -0.3520 -1.1858 -0.0931 0.0589 -0.0233
H -2.8362 -1.9006 2.9827 0.0658 -0.0959 0.0428
H -3.5272 -3.0021 2.1957 0.0857 -0.0539 0.0617
H 0.6549 3.2623 -3.1963 0.0428 0.0002 0.0884
H 1.1718 4.6634 -2.9133 0.0151 -0.0554 0.0972
O 0.2902 0.4363 0.9035 6.6700 10.9910 6.2105
O -0.4757 -0.8799 0.2073 -7.0454 -10.4584 -6.4279
O 1.9619 -0.6547 -1.2509 0.3312 0.0002 -0.1763
O -2.9167 -2.8595 2.9278 -0.1442 0.1448 -0.0905
O 1.0840 3.7906 -2.5138 -0.0543 0.0301 -0.1806
```
Positions in Å, forces in eV/Å.



# 4
The following is a quantum chemistry calculation of a molecular structure, C31H34CaN2PSe2 at a distorted geometry, from the OMol25 dataset.

Properties
Gap between HOMO and LUMO, eV: 7.21
ΔE to the lowest compared entry with this formula, charge and spin, eV: 0.2574
E_LUMO, eV: -3.082
Total charge: +1
E_HOMO, eV: -10.30

```
71
Properties=species:S:1:pos:R:3:forces:R:3
Ca 0.8388 -0.7374 -0.2061 -0.2541 -1.0787 -1.1198
C -3.6174 -0.4008 -3.0173 0.1322 -0.2825 0.0247
Se -2.5971 -0.8789 -1.4254 -0.0866 -0.0766 0.3218
C -2.9162 -2.8159 -1.4673 0.0323 0.2052 -0.0242
C -2.2435 -3.4904 -2.6410 0.2997 -0.0862 -0.2803
Se -0.2975 -3.1562 -2.6475 -0.4304 0.0917 0.0797
C 0.1744 -4.5194 -3.9470 -0.0884 -0.0691 0.0568
H -3.4408 0.6496 -3.2300 0.0175 0.0096 0.0332
H -4.6720 -0.5716 -2.8092 0.0682 0.0523 -0.0330
H -3.2868 -1.0084 -3.8574 -0.0227 0.1276 -0.0157
H -3.9967 -2.9797 -1.5015 0.1273 0.0215 0.0750
H -2.5291 -3.1949 -0.5144 -0.1293 0.0614 -0.1625
H -2.6426 -3.1423 -3.5978 0.0118 -0.0690 0.1697
H -2.3779 -4.5746 -2.5871 0.0265 0.1104 -0.0058
H -0.2189 -5.4788 -3.6172 0.0969 0.0040 -0.0471
H 1.2597 -4.5555 -4.0038 -0.0302 -0.0236 -0.0146
H -0.2404 -4.2503 -4.9161 0.0610 -0.0187 0.0400
C -2.4722 0.3793 2.6810 -0.0005 -0.0858 0.0028
C -2.8460 1.7256 2.1444 0.0865 0.0426 -0.1211
C -4.0123 2.3602 2.5467 -0.0031 0.0453 -0.0110
C -4.3375 3.6193 2.0701 0.0065 0.0157 0.0039
C -3.4931 4.2628 1.1813 -0.0242 0.1126 -0.0302
C -2.3331 3.6401 0.7565 0.1318 -0.1252 0.0311
C -2.0018 2.3754 1.2342 -0.2302 -0.2969 -0.2654
P -0.4983 1.4781 0.7177 0.1700 0.9356 0.7990
C 0.0473 2.3772 -0.7841 -0.0545 -0.3758 -0.1413
C -0.9245 2.3185 -1.7902 -0.1249 -0.0720 -0.0816
C -0.6563 2.7164 -3.0835 -0.0676 -0.0198 -0.0546
C 0.6147 3.1654 -3.4044 -0.0029 0.0439 0.0601
C 1.5791 3.2413 -2.4174 -0.0082 -0.0094 -0.1631
C 1.3263 2.8522 -1.1034 0.0374 -0.0046 0.0706
C 2.4366 2.9641 -0.1011 0.1213 -0.0258 0.0127
C 0.6380 1.8600 2.1001 0.0047 -0.0575 0.1663
C 0.4780 3.0586 2.7985 -0.0532 0.0303 0.0250
C 1.2728 3.3639 3.8851 -0.1140 0.1337 -0.0624
C 2.2331 2.4559 4.2975 0.1224 -0.1064 -0.0538
C 2.3947 1.2658 3.6132 0.0591 0.3112 0.1638
C 1.6164 0.9345 2.5015 0.0650 -0.0072 0.2908
C 1.8870 -0.3738 1.8232 -0.1830 0.1481 -0.2594
H -3.2195 0.0201 3.3841 -0.0052 -0.0785 0.0109
H -1.5106 0.4399 3.1969 -0.0082 -0.1238 0.0452
H -2.3757 -0.3413 1.8593 -0.0377 -0.0048 0.1551
H -4.6757 1.8614 3.2388 -0.0271 -0.0468 0.0770
H -5.2473 4.1017 2.3953 -0.0676 0.0225 0.0278
H -3.7341 5.2507 0.8173 -0.0297 0.0594 -0.0265
H -1.6764 4.1412 0.0588 0.0010 0.0491 -0.0392
H -1.9156 1.9535 -1.5280 0.0632 0.0715 -0.0995
H -1.4236 2.6663 -3.8405 -0.0971 0.0052 -0.0736
H 0.8506 3.4590 -4.4153 0.0217 0.0589 -0.0982
H 2.5652 3.6051 -2.6711 0.0649 0.0397 0.0204
H 3.3100 3.4217 -0.5593 0.0547 -0.0233 -0.0401
H 2.7235 1.9819 0.2834 0.0722 0.1132 0.1167
H 2.1376 3.5781 0.7443 0.0629 -0.0450 0.1043
H -0.2837 3.7588 2.4855 -0.0361 0.0664 0.0146
H 1.1422 4.2988 4.4085 -0.0349 0.0802 0.0395
H 2.8570 2.6763 5.1501 0.0603 0.0182 0.1031
H 3.1494 0.5670 3.9503 -0.0022 -0.0728 -0.0478
H 1.5338 -1.1820 2.4808 0.0863 -0.0773 -0.0069
H 2.9715 -0.4982 1.7436 0.1088 -0.1392 0.1634
N 5.8998 -6.7346 0.8994 0.3330 -0.3468 0.1104
C 5.1087 -5.9594 0.6139 0.1403 -0.1500 0.0162
C 4.1336 -4.9865 0.2726 -0.6902 0.7378 -0.2502
C 4.5205 -3.7358 -0.2128 -0.0971 -0.1619 0.0661
C 3.5333 -2.8059 -0.4870 0.2953 0.0167 -0.0239
N 2.2368 -3.0419 -0.3112 -0.2321 0.5455 -0.0041
C 1.8720 -4.2424 0.1277 -0.2253 -0.2856 0.1285
C 2.7722 -5.2505 0.4293 0.2287 0.1657 -0.0558
H 5.5627 -3.5008 -0.3582 0.0658 0.0409 -0.0172
H 3.7941 -1.8207 -0.8636 0.1262 -0.0778 0.0740
H 0.8048 -4.4037 0.2436 0.1022 -0.0459 -0.0205
H 2.4380 -6.2132 0.7829 -0.0672 -0.0232 0.0501
```
Positions in Å, forces in eV/Å.